Entry 1:
Density functional theory data (the ωB97M-V functional and the def2-TZVPD basis) for an isolated ion of composition C6H12N3O and charge +1 in a non-equilibrium geometry.

Results
**Energy**: -474.999560 hartree
**2S+1**: 1
**SMILES**: CC1=NN(C)C(=O)[N+]1(C)C
**Lowest unoccupied orbital energy**: -3.870 eV
**Gap between HOMO and LUMO**: 9.811 eV
**Net charge**: +1
**Energy above the lowest of the compared OMol25 structures with the same formula, charge and spin**: 4.1209 eV

Last column: natural (NBO) charge in e.
Atoms and positions in Å:
C  -0.567  -0.864  -0.011  0.38
C  1.170  0.762  -0.033  0.78
C  -1.868  -1.514  0.028  -0.70
C  2.939  -0.972  0.346  -0.43
C  -0.924  1.244  -1.403  -0.39
C  -1.040  1.240  1.074  -0.42
N  0.644  -1.366  0.084  -0.18
N  1.580  -0.489  0.126  -0.25
N  -0.367  0.625  -0.082  -0.31
O  1.677  1.850  -0.172  -0.50
H  -1.891  -2.475  0.529  0.29
H  -2.163  -1.646  -1.090  0.26
H  -2.688  -0.884  0.401  0.25
H  3.636  -0.115  0.246  0.26
H  2.820  -1.534  1.320  0.24
H  3.348  -1.747  -0.462  0.25
H  -0.679  2.286  -1.710  0.28
H  -0.372  0.559  -2.093  0.22
H  -1.949  0.936  -1.289  0.22
H  -0.779  0.528  1.833  0.22
H  -0.457  2.198  1.340  0.26
H  -2.071  1.379  1.019  0.24

=====

Entry 2:
Density functional theory data (the ωB97M-V functional and the def2-TZVPD basis) for a 2-piece molecular cluster, C4H14N2 overall in a non-equilibrium geometry.

Results
**Energy**: -270.278076 hartree
**2S+1**: 1
**SMILES**: CCN.CCN
**Lowest unoccupied orbital energy**: 1.109 eV
**Gap between HOMO and LUMO**: 10.345 eV
**Energy above the lowest of the compared OMol25 structures with the same formula, charge and spin**: 0.4759 eV

Last column: natural (NBO) charge in e.
Atoms and positions in Å:
C  -5.065  0.492  1.976  -0.62
C  -3.706  0.120  2.571  -0.22
N  -2.847  -0.474  1.552  -0.83
H  -5.421  1.485  2.265  0.21
H  -5.040  0.471  0.888  0.21
H  -5.826  -0.196  2.334  0.20
H  -3.220  1.020  2.937  0.18
H  -3.819  -0.513  3.455  0.16
H  -2.006  -0.841  1.978  0.35
H  -3.298  -1.235  1.062  0.35
C  3.093  0.126  -2.654  -0.63
C  4.581  -0.173  -2.389  -0.22
N  5.027  0.015  -0.993  -0.82
H  2.785  -0.334  -3.591  0.21
H  2.508  -0.214  -1.800  0.20
H  3.015  1.204  -2.772  0.21
H  4.864  -1.145  -2.799  0.18
H  5.168  0.528  -2.993  0.18
H  4.914  -0.879  -0.525  0.34
H  4.296  0.544  -0.502  0.34

=====

Entry 3:
Density functional theory data (the ωB97M-V functional and the def2-TZVPD basis) for C39H42I2N3OSiTi as an isolated structure in a non-equilibrium geometry.

Results
**Energy**: -3485.004845 hartree
**2S+1**: 1
**Lowest unoccupied orbital energy**: -3.917 eV
**Gap between HOMO and LUMO**: 6.879 eV
**Net charge**: +1
**Energy above the lowest of the compared OMol25 structures with the same formula, charge and spin**: 2.9880 eV

Last column: Mulliken charge in e.
Atoms and positions in Å:
Ti  0.280  0.116  0.241  -0.54
I  -3.229  6.797  -1.827  0.12
C  -2.316  5.105  -1.013  -0.67
C  -1.410  5.241  0.027  -0.17
C  -0.774  4.113  0.519  -0.24
I  0.408  4.360  2.230  0.02
C  -0.989  2.851  -0.038  -0.13
O  -0.237  1.771  0.326  1.14
C  -2.018  2.715  -0.971  0.63
C  -2.474  1.350  -1.395  -1.87
N  -2.728  0.498  -0.226  0.16
C  -3.909  0.912  0.536  -1.45
C  -3.710  1.303  1.993  0.81
C  -4.852  1.500  2.767  -1.04
C  -4.729  2.008  4.046  -0.46
C  -3.461  2.313  4.516  -0.98
C  -2.383  2.035  3.697  -0.21
N  -2.488  1.515  2.470  0.39
C  -2.654  3.842  -1.468  -0.31
H  -1.212  6.208  0.467  0.46
H  -1.710  0.877  -2.008  0.23
H  -3.371  1.457  -2.014  0.53
H  -2.841  -0.454  -0.536  0.19
H  -4.663  0.123  0.508  0.53
H  -4.358  1.786  0.053  0.34
H  -5.827  1.261  2.356  0.50
H  -5.605  2.179  4.660  0.42
H  -3.307  2.746  5.495  0.46
H  -1.376  2.248  4.036  0.36
H  -3.435  3.723  -2.208  0.49
C  3.150  -3.234  1.718  -1.71
C  1.971  -2.398  2.144  0.99
C  0.661  -2.867  2.039  -0.62
C  -0.397  -2.193  2.651  0.65
C  -1.797  -2.749  2.637  -1.67
C  -0.116  -1.037  3.378  -0.56
C  1.169  -0.496  3.428  0.71
C  1.483  0.697  4.293  -1.60
C  2.195  -1.171  2.764  -0.11
H  2.835  -4.125  1.178  0.35
H  3.698  -3.553  2.608  0.49
H  3.834  -2.670  1.085  0.30
H  0.471  -3.821  1.557  0.29
H  -2.388  -2.301  1.835  0.18
H  -2.302  -2.535  3.578  0.44
H  -1.789  -3.828  2.487  0.43
H  -0.896  -0.617  4.001  0.39
H  1.492  1.630  3.724  0.09
H  2.470  0.589  4.743  0.41
H  0.750  0.799  5.094  0.44
H  3.213  -0.805  2.848  0.48
C  -0.472  -1.062  -1.185  -0.09
C  -0.743  -1.733  -2.169  0.92
C  -1.057  -2.528  -3.313  0.16
C  -2.384  -2.827  -3.635  -0.39
C  -2.669  -3.606  -4.743  -0.69
C  -1.636  -4.095  -5.533  -0.41
C  -0.315  -3.794  -5.224  -0.75
C  -0.022  -3.010  -4.121  -0.17
H  -3.185  -2.451  -3.010  0.45
H  -3.697  -3.831  -4.997  0.41
H  -1.861  -4.713  -6.393  0.41
H  0.485  -4.169  -5.849  0.41
H  1.002  -2.762  -3.874  0.42
C  4.447  2.141  -1.445  -1.43
Si  2.730  1.717  -0.807  0.22
C  2.825  2.299  0.980  -0.26
C  1.621  2.497  -2.109  -0.89
N  2.041  0.065  -0.573  1.47
C  2.652  -1.066  -1.198  1.09
C  3.799  -0.912  -1.990  -0.68
C  4.424  -1.993  -2.588  -0.95
C  3.918  -3.275  -2.439  -0.83
C  2.778  -3.450  -1.670  -0.89
C  2.166  -2.371  -1.055  -0.76
H  4.568  3.219  -1.302  0.43
H  4.584  1.937  -2.510  0.42
H  5.247  1.643  -0.888  0.38
H  2.749  3.384  1.068  0.41
H  3.796  2.011  1.392  0.34
H  2.051  1.852  1.602  -0.61
H  1.745  3.584  -2.156  0.41
H  0.568  2.272  -1.986  0.06
H  1.931  2.092  -3.077  0.41
H  4.215  0.071  -2.154  0.29
H  5.316  -1.828  -3.179  0.44
H  4.404  -4.120  -2.909  0.45
H  2.350  -4.439  -1.547  0.48
H  1.300  -2.561  -0.449  0.31

=====

The highest energy above the lowest of the compared OMol25 structures with the same formula, charge and spin belongs to which entry? C6H12N3O

=====

Which of these has the highest lowest unoccupied orbital energy? C4H14N2